No. 1
Computed, not measured: a single C4H7NO molecule, with ωB97M-V with the def2-TZVPD basis set.

The geometry in XYZ format:
```
13
Properties=species:S:1:pos:R:3:mulliken_charge:R:1
C 1.74162 0.00653 -0.36360 -0.77
C 0.76547 0.45938 0.70326 0.51
O 1.04672 1.37257 1.44439 -0.54
N -0.49016 -0.17270 0.84512 -0.23
C -1.18510 -0.92386 -0.17671 -0.34
C -1.60019 0.46208 0.15620 -0.36
H 2.14469 0.91422 -0.81987 0.27
H 2.57750 -0.51471 0.11061 0.27
H 1.31871 -0.63328 -1.14038 0.25
H -1.77766 -1.74835 0.21280 0.24
H -0.71567 -1.11767 -1.13914 0.23
H -2.49666 0.66471 0.73359 0.23
H -1.32927 1.23108 -0.56627 0.23
```

Computed properties:
E_HOMO	-9.8	eV
SMILES	CC(=O)N1CC1
lowest unoccupied orbital energy	0.0360	Ha
net charge	0
orbital gap	10.75	eV



No. 2
Computed, not measured: a molecular structure, C4H7NO, with ωB97M-V with the def2-TZVPD basis set.

The geometry in XYZ format:
```
13
Properties=species:S:1:pos:R:3:mulliken_charge:R:1
C -1.94745 1.34368 -0.34255 -0.71
N -0.74058 1.19284 0.46980 -0.52
C -0.13677 0.09825 0.37666 0.56
C 1.16077 -0.52834 0.86166 -0.38
C 0.55106 -1.81108 0.28576 -0.28
O -0.50559 -1.03856 -0.33204 -0.41
H -2.11630 0.49686 -1.01706 0.29
H -1.85251 2.25421 -0.94459 0.26
H -2.83557 1.46707 0.28783 0.25
H 1.42141 -0.49889 1.92007 0.27
H 2.00012 -0.17323 0.25635 0.19
H 1.13588 -2.37698 -0.44469 0.24
H 0.13019 -2.49346 1.03145 0.23
```

Computed properties:
E_HOMO	-9.6	eV
lowest unoccupied orbital energy	0.0369	Ha
net charge	0
orbital gap	10.59	eV



No. 3
Computed, not measured: a single C4H7NO molecule, with ωB97M-V with the def2-TZVPD basis set.

The geometry in XYZ format:
```
13
Properties=species:S:1:pos:R:3:mulliken_charge:R:1
C -1.56016 -0.63209 0.40317 -1.29
C -0.20559 -0.49648 -0.24120 0.27
C 0.17819 0.49963 -1.28513 -0.44
N 0.46978 0.72047 0.12398 -0.27
C 1.67312 0.63493 0.80565 0.09
O 2.03288 -0.35764 1.39834 -0.50
H -1.38022 -0.86611 1.45789 0.27
H -2.17701 -1.42677 -0.02335 0.34
H -2.10547 0.31528 0.36557 0.33
H 0.41576 -1.39182 -0.20214 0.33
H 1.01282 0.24975 -1.94117 0.27
H -0.56822 1.15836 -1.72562 0.24
H 2.21411 1.59249 0.86401 0.36
```

Computed properties:
E_HOMO	-9.9	eV
SMILES	C[C@H]1CN1C=O
lowest unoccupied orbital energy	0.0341	Ha
net charge	0
orbital gap	10.83	eV



No. 4
Computed, not measured: 2 unconnected molecules or ions with the total composition C4H7NO in a non-equilibrium geometry, with ωB97M-V with the def2-TZVPD basis set.

The geometry in XYZ format:
```
13
Properties=species:S:1:pos:R:3:mulliken_charge:R:1
C 2.21032 0.33311 0.38605 -1.09
C 0.80731 0.16150 -0.13404 -0.38
C -0.10718 1.08963 0.11101 0.62
O -0.57315 2.10539 0.48342 -0.48
H 2.87752 0.68073 -0.40978 0.26
H 2.26020 1.05871 1.20142 0.31
H 2.61448 -0.61416 0.76017 0.30
H 0.60586 -0.57580 -0.88898 0.40
C -2.03080 -1.12929 -0.03018 -0.27
N -1.78636 -0.08804 -0.71062 -0.40
H -1.46950 -1.41826 0.86869 0.26
H -2.87256 -1.75485 -0.27163 0.27
H -2.53614 0.15132 -1.36552 0.21
```

Computed properties:
E_HOMO	-8.0	eV
SMILES	CC=C=O.C=N
lowest unoccupied orbital energy	0.0325	Ha
net charge	0
orbital gap	8.84	eV



No. 5
Computed, not measured: a single C4H7NO molecule in a non-equilibrium geometry, with ωB97M-V with the def2-TZVPD basis set.

The geometry in XYZ format:
```
13
Properties=species:S:1:pos:R:3:mulliken_charge:R:1
O 2.52004 -0.38887 -0.58342 -0.33
N 1.80409 0.24822 0.45187 -0.57
C 0.52481 0.33710 0.02957 0.60
C -0.50070 -0.86576 -0.24593 -0.62
C -1.64772 0.08756 0.11191 -0.31
C -0.60317 1.06297 0.58280 -0.80
H 3.42598 -0.33948 -0.25605 0.37
H -0.44183 -1.30024 -1.24423 0.28
H -0.34143 -1.63469 0.51021 0.26
H -2.30443 0.42554 -0.69931 0.25
H -2.28466 -0.30152 0.91732 0.22
H 0.49164 0.87299 -0.95940 0.25
H -0.64263 1.79618 1.38464 0.40
```

Computed properties:
E_HOMO (alpha / beta)	-8.7 / -7.5	eV
lowest unoccupied orbital energy (alpha / beta)	0.0241 / 0.0014	Ha
net charge	0
orbital gap (alpha / beta)	9.33 / 7.52	eV



No. 6
Computed, not measured: 2 unconnected molecules or ions with the total composition C4H7NO, with ωB97M-V with the def2-TZVPD basis set.

The geometry in XYZ format:
```
13
Properties=species:S:1:pos:R:3:mulliken_charge:R:1
C -1.02549 1.76354 -0.73072 -0.95
C -0.44263 0.43214 -0.42978 0.84
N -1.11452 -0.59318 0.06730 -0.45
C -0.25995 -1.66443 0.16240 -0.58
C 1.04006 -1.15340 -0.36607 0.05
O 0.82582 0.25377 -0.70920 -0.35
H -0.40378 2.56071 -0.31449 0.31
H -2.03800 1.81300 -0.33085 0.31
H -1.05492 1.89590 -1.81745 0.28
H 0.55343 -1.34851 2.78160 0.10
H 0.20407 -1.78646 2.28367 -0.08
H 1.31362 -1.67661 -1.28776 0.26
H 1.86597 -1.20626 0.34756 0.24
```

Computed properties:
E_HOMO	-8.4	eV
lowest unoccupied orbital energy	-0.0023	Ha
net charge	0
orbital gap	8.30	eV